66
Properties=species:S:1:pos:R:3:nbo_charge:R:1 method="wB97M-V/def2-TZVPD" total_charge=+1 orbital_gap_ha="0.2336 / 0.2335" homo_energy_ev="-9.957 / -9.956"
C 1.360 -2.246 0.606 -0.14
C 1.880 -1.599 -0.565 -0.11
C 0.936 -1.778 -1.637 -0.14
C -0.158 -2.570 -1.139 -0.06
C 0.069 -2.804 0.271 -0.22
Sn -0.303 -0.373 0.152 1.35
C -2.278 1.633 -1.530 -0.11
C -2.307 1.143 -0.117 -0.15
H -2.195 1.909 0.658 0.24
C -2.669 -0.168 0.258 -0.56
H -3.060 -0.889 -0.471 0.25
H -2.923 -0.392 1.297 0.25
C -3.131 2.884 -1.674 -0.60
H -2.762 3.683 -1.019 0.22
H -3.118 3.251 -2.706 0.23
H -4.165 2.652 -1.393 0.22
C -2.667 0.567 -2.545 -0.62
H -1.955 -0.273 -2.552 0.22
H -3.668 0.179 -2.314 0.22
H -2.695 0.981 -3.561 0.23
C 3.198 -0.921 -0.662 -0.64
H 3.404 -0.287 0.214 0.19
H 4.007 -1.668 -0.721 0.24
H 3.267 -0.287 -1.555 0.23
C 1.087 -1.247 -3.017 -0.64
H 1.575 -0.263 -3.021 0.23
H 1.703 -1.928 -3.627 0.23
H 0.120 -1.132 -3.526 0.22
C -1.307 -3.100 -1.919 -0.66
H -1.396 -2.618 -2.901 0.22
H -1.175 -4.180 -2.096 0.24
H -2.263 -2.977 -1.389 0.20
C -0.814 -3.574 1.189 -0.64
H -1.856 -3.588 0.840 0.22
H -0.474 -4.620 1.255 0.24
H -0.804 -3.163 2.209 0.21
C 2.054 -2.399 1.910 -0.64
H 1.344 -2.474 2.745 0.22
H 2.660 -3.319 1.911 0.24
H 2.734 -1.562 2.118 0.21
C 0.340 2.272 -1.040 -0.28
C -0.654 2.144 -1.929 0.01
C 1.683 2.387 -1.372 -0.21
C -0.380 2.316 -3.285 -0.16
H -0.242 2.317 -0.061 0.22
C 1.982 2.522 -2.732 -0.20
H 2.451 2.387 -0.598 0.22
C 0.946 2.523 -3.682 -0.22
H -1.181 2.294 -4.029 0.21
H 3.017 2.652 -3.055 0.23
H 1.169 2.686 -4.738 0.23
C 2.806 1.934 4.376 -0.66
C 1.579 1.320 3.836 0.21
C 0.417 0.885 4.453 -0.33
C -0.411 0.347 3.462 0.20
N 0.222 0.460 2.272 -0.44
N 1.413 1.059 2.530 -0.32
C -1.749 -0.250 3.631 -0.65
H 2.569 2.883 4.877 0.25
H 3.264 1.274 5.124 0.25
H 3.544 2.132 3.589 0.23
H 0.189 0.938 5.505 0.24
H 2.086 1.256 1.790 0.42
H -1.813 -1.269 3.214 0.23
H -1.967 -0.322 4.706 0.25
H -2.537 0.371 3.179 0.23

14
Properties=species:S:1:pos:R:3:nbo_charge:R:1 method="wB97M-V/def2-TZVPD" total_charge=0 relative_energy_kcal_mol=18.84 orbital_gap_ha=0.4025 smiles="CC(=O)[C@@H](C)C#N" homo_energy_ev=-10.261
C 1.955 0.037 -0.114 -0.73
C 0.684 -0.700 0.111 0.62
O 0.629 -1.710 0.774 -0.53
C -0.592 -0.019 -0.415 -0.44
C -1.772 -0.400 0.476 -0.60
C -0.458 1.439 -0.602 0.28
N -0.337 2.584 -0.724 -0.31
H 2.835 -0.572 -0.358 0.25
H 1.944 0.448 0.903 0.26
H 1.874 0.888 -0.782 0.24
H -0.661 -0.465 -1.416 0.27
H -1.776 0.233 1.368 0.22
H -2.747 -0.338 -0.009 0.22
H -1.578 -1.425 0.790 0.25

19
Properties=species:S:1:pos:R:3:nbo_charge:R:1 method="wB97M-V/def2-TZVPD" total_charge=-1 relative_energy_kcal_mol=38.69 orbital_gap_ha=0.2339 homo_energy_ev=-2.523
C -1.026 0.904 1.010 0.04
O -2.091 1.238 1.717 -0.93
C -1.180 -0.245 -0.084 -0.47
C 0.082 -0.416 -0.886 -0.41
C 0.139 -1.791 -1.666 -0.22
N 1.375 -2.590 -1.360 -0.83
H -0.387 1.712 0.443 0.01
H -0.195 0.560 1.645 0.05
H -1.451 -1.173 0.429 0.18
H -2.050 0.185 -0.584 0.20
H 0.299 0.344 -1.627 0.19
H 0.917 -0.437 -0.161 0.17
H 0.025 -1.455 -2.700 0.17
H -0.683 -2.444 -1.364 0.17
H 1.676 -2.191 -0.463 0.34
H 1.016 -3.448 -0.939 0.33
H 1.241 4.052 1.500 0.47
H 0.772 3.315 2.687 0.49
O 1.522 3.880 2.401 -0.95

17
Properties=species:S:1:pos:R:3:nbo_charge:R:1 method="wB97M-V/def2-TZVPD" total_charge=0 relative_energy_kcal_mol=77.36 orbital_gap_ha=0.3085 homo_energy_ev=-8.370
C 2.354 -0.059 0.048 -0.59
C 0.943 0.468 -0.246 -0.11
O 0.290 -0.534 -1.021 -0.54
C -1.080 -0.244 -1.211 -0.07
C -1.816 -0.015 0.126 -0.43
C -0.822 -0.052 1.308 -0.58
C 0.347 0.824 1.062 0.19
H 2.852 -0.308 -0.893 0.22
H 2.284 -0.972 0.650 0.21
H 2.935 0.685 0.596 0.23
H 1.019 1.405 -0.832 0.22
H -1.184 0.637 -1.864 0.16
H -1.490 -1.104 -1.748 0.19
H -2.592 -0.772 0.285 0.22
H -0.395 -1.072 1.359 0.25
H -1.327 0.151 2.258 0.22
H -2.316 0.962 0.122 0.21

74
Properties=species:S:1:pos:R:3:lowdin_charge:R:1 method="wB97M-V/def2-TZVPD" total_charge=0 orbital_gap_ha=0.3201 homo_energy_ev=-8.248
C -0.938 1.500 -1.516 -0.08
C 0.282 1.245 -2.454 -0.22
C 1.548 1.411 -1.609 -0.73
Cl 1.893 3.140 -1.293 0.70
O 2.684 0.831 -2.267 -0.18
P 3.205 -0.509 -1.571 0.40
O 2.131 -1.386 -1.155 -0.21
O 4.033 -1.251 -2.710 -0.07
O 4.322 -0.211 -0.441 -0.09
C 3.908 0.595 0.649 -0.18
O 2.847 -0.050 1.366 0.08
C 2.315 0.672 2.363 -0.77
F 1.890 -0.199 3.266 0.18
F 1.237 1.359 2.019 0.14
F 3.165 1.498 2.946 0.19
H -1.828 1.173 -2.057 0.08
H -0.789 0.905 -0.612 0.07
H -0.992 2.561 -1.279 0.06
H 0.238 0.188 -2.736 0.12
H 0.270 1.922 -3.309 0.11
H 1.339 0.948 -0.645 0.08
H 3.404 -1.792 -3.206 0.10
H 3.690 1.623 0.335 0.12
H 4.770 0.622 1.319 0.15
C -0.590 -6.101 -1.444 -0.27
S -0.671 -4.444 -0.749 0.78
O -1.338 -3.573 -1.757 -0.56
C 1.091 -4.109 -0.834 -0.28
H -1.604 -6.490 -1.516 0.04
H -0.141 -6.063 -2.437 0.05
H -0.003 -6.741 -0.786 0.05
H 1.437 -4.194 -1.865 0.06
H 1.628 -4.812 -0.196 0.06
H 1.260 -3.095 -0.480 0.01
C -4.802 -6.916 2.090 -0.27
S -3.527 -5.808 1.470 0.79
O -2.213 -6.426 1.786 -0.56
C -3.802 -4.501 2.676 -0.27
H -4.777 -7.827 1.497 0.05
H -4.608 -7.156 3.136 0.06
H -5.778 -6.441 1.986 0.05
H -3.670 -4.893 3.685 0.06
H -4.809 -4.100 2.556 0.04
H -3.074 -3.712 2.494 0.04
C 4.225 3.162 -5.450 -0.27
S 3.868 4.434 -4.229 0.77
O 2.400 4.650 -4.234 -0.57
C 4.610 5.793 -5.149 -0.27
H 3.808 2.223 -5.092 0.04
H 3.767 3.426 -6.404 0.06
H 5.305 3.061 -5.564 0.05
H 4.127 5.888 -6.122 0.06
H 5.677 5.608 -5.273 0.05
H 4.464 6.708 -4.579 0.05
C -3.290 -0.037 2.657 -0.26
S -4.452 -0.209 1.293 0.80
O -4.805 1.159 0.840 -0.55
C -5.825 -0.811 2.291 -0.27
H -2.361 0.370 2.261 0.04
H -3.697 0.643 3.407 0.06
H -3.099 -1.016 3.099 0.04
H -6.070 -0.081 3.064 0.06
H -5.555 -1.765 2.744 0.03
H -6.684 -0.950 1.637 0.05
C 1.174 5.251 3.042 -0.26
S 0.025 3.890 2.779 0.78
O -0.401 3.940 1.362 -0.54
C -1.314 4.584 3.762 -0.26
H 2.080 5.043 2.475 0.05
H 0.730 6.183 2.693 0.06
H 1.417 5.322 4.103 0.05
H -1.599 5.559 3.366 0.06
H -0.993 4.677 4.801 0.05
H -2.164 3.906 3.704 0.05

18
Properties=species:S:1:pos:R:3:nbo_charge:R:1 method="wB97M-V/def2-TZVPD" total_charge=0 relative_energy_kcal_mol=30.52 orbital_gap_ha=0.3862 smiles="NCCCCC=O" homo_energy_ev=-9.570
N -2.874 0.047 0.138 -0.85
C -1.646 0.294 0.939 -0.22
C -0.538 -0.733 0.602 -0.40
C -0.034 -0.581 -0.820 -0.41
C 0.947 0.564 -1.047 -0.52
C 2.167 0.571 -0.179 0.44
O 2.645 -0.413 0.319 -0.52
H -3.121 0.935 -0.291 0.35
H -3.674 -0.128 0.739 0.36
H -1.245 1.256 0.617 0.17
H -1.816 0.262 2.016 0.19
H 0.245 -0.576 1.326 0.20
H -0.919 -1.738 0.781 0.21
H 0.343 -1.513 -1.234 0.22
H -0.915 -0.431 -1.447 0.22
H 0.429 1.529 -0.939 0.21
H 1.201 0.553 -2.112 0.25
H 2.615 1.566 0.017 0.10

87
Properties=species:S:1:pos:R:3:lowdin_charge:R:1 method="wB97M-V/def2-TZVPD" total_charge=+1 relative_energy_kcal_mol=34.87 orbital_gap_ha=0.2298 homo_energy_ev=-10.046
Ta 0.452 -0.079 -0.245 1.20
O 2.603 0.603 -1.098 -0.23
C 3.565 -0.091 -1.437 -0.12
C 3.582 -1.519 -1.523 -0.12
C 4.793 -2.196 -1.701 0.08
C 4.799 -3.563 -1.703 -0.12
C 3.616 -4.291 -1.536 0.05
C 2.419 -3.635 -1.391 0.04
C 2.371 -2.232 -1.394 -0.32
O 1.225 -1.601 -1.320 -0.32
N 6.068 -4.280 -1.881 -0.35
O 6.025 -5.492 -1.888 0.10
O 7.068 -3.610 -2.045 0.09
H 4.501 0.426 -1.689 0.16
H 5.724 -1.656 -1.823 0.14
H 3.668 -5.371 -1.529 0.13
H 1.496 -4.185 -1.263 0.13
C 2.388 3.132 1.619 -0.24
As 1.172 2.680 0.173 1.07
C -0.170 4.068 0.415 -0.29
C 2.011 3.395 -1.426 -0.41
C 2.939 4.425 -1.381 -0.09
C 3.448 4.958 -2.559 -0.06
C 3.020 4.474 -3.786 -0.06
C 2.097 3.438 -3.838 -0.10
C 1.599 2.892 -2.663 -0.40
As 0.388 1.374 -2.670 1.15
C -1.246 2.172 -3.360 -0.25
C 0.970 0.269 -4.165 -0.22
H 3.312 2.565 1.532 0.04
H 1.897 2.879 2.557 0.03
H 2.607 4.198 1.614 0.04
H 0.306 5.037 0.271 0.04
H -0.586 4.002 1.418 0.03
H -0.969 3.945 -0.314 0.01
H 3.278 4.819 -0.432 0.10
H 4.178 5.755 -2.517 0.12
H 3.408 4.897 -4.703 0.11
H 1.772 3.060 -4.800 0.10
H -1.026 2.758 -4.252 0.04
H -1.683 2.827 -2.606 0.03
H -1.946 1.382 -3.618 0.02
H 1.730 0.775 -4.756 0.03
H 0.114 0.043 -4.798 0.04
H 1.375 -0.658 -3.763 0.02
O -5.954 -1.574 1.850 -0.02
C -4.812 -1.287 1.663 -0.99
S -4.245 0.384 1.403 0.98
C -2.563 -0.039 1.168 -1.12
C -2.211 -1.334 1.279 -1.10
S -0.586 -1.872 1.121 0.71
S -3.484 -2.475 1.636 1.01
S -1.393 1.176 0.766 0.55
N -9.939 -0.434 -3.476 0.18
C -8.818 -0.590 -3.286 -0.17
C -7.414 -0.779 -3.046 -0.21
C -6.835 -2.033 -3.215 0.00
C -5.483 -2.210 -2.986 0.01
C -4.698 -1.137 -2.591 -0.16
C -5.273 0.117 -2.418 0.00
C -6.624 0.294 -2.642 0.00
N -3.304 -1.327 -2.352 0.03
C -2.559 -2.461 -2.620 0.00
C -1.311 -2.222 -2.158 -0.11
N -1.265 -0.959 -1.601 -0.13
C -2.476 -0.459 -1.738 -0.21
H -7.447 -2.870 -3.521 0.13
H -5.061 -3.197 -3.105 0.11
H -4.685 0.969 -2.108 0.11
H -7.073 1.268 -2.506 0.13
H -2.958 -3.326 -3.116 0.12
H -0.452 -2.864 -2.170 0.10
H -2.777 0.505 -1.374 0.08
C 1.998 -0.417 1.322 -0.30
C 1.668 -0.794 2.738 -0.38
C 0.952 0.067 3.565 -0.09
C 0.629 -0.295 4.863 -0.07
C 1.012 -1.534 5.357 -0.08
C 1.725 -2.402 4.544 -0.07
C 2.052 -2.031 3.247 -0.08
H 2.669 -1.192 0.930 0.06
H 2.621 0.483 1.333 0.03
H 0.604 1.020 3.176 0.08
H 0.065 0.388 5.486 0.11
H 0.756 -1.821 6.368 0.10
H 2.029 -3.371 4.918 0.11
H 2.610 -2.716 2.617 0.11

23
Properties=species:S:1:pos:R:3:mulliken_spin:R:1 method="wB97M-V/def2-TZVPD" total_charge=0 relative_energy_kcal_mol=0.00 orbital_gap_ha="0.3259 / 0.3203" multiplicity=5 homo_energy_ev="-10.040 / -10.206"
Mn 0.198 -0.240 0.097 4.10
N -1.852 -0.190 0.214 -0.03
C -2.357 1.172 -0.127 -0.02
C -1.247 2.221 0.049 0.02
O -1.508 3.402 0.151 0.02
N -0.023 1.653 0.011 0.00
C 1.200 2.404 0.182 0.01
C 2.352 1.406 0.382 0.01
O 3.480 1.759 0.561 0.01
O 1.982 0.114 0.343 0.04
H -2.284 -0.915 -0.353 0.00
H -2.093 -0.417 1.177 0.02
H -3.218 1.441 0.483 0.00
H -2.666 1.180 -1.171 0.00
H 1.163 3.068 1.049 0.00
H 1.433 3.030 -0.683 0.00
F -0.034 -2.059 -1.691 0.01
C 0.145 -2.269 -0.318 -0.18
F -0.985 -2.928 0.111 0.00
C 1.307 -3.236 -0.161 -0.01
F 1.073 -4.412 -0.760 0.00
F 2.414 -2.712 -0.690 0.00
F 1.519 -3.471 1.143 0.00